{"formula": "C61H145N11O30P4", "method": "ωB97M-V/def2-TZVPD", "symbols": ["C", "C", "O", "N", "C", "H", "H", "H", "H", "H", "H", "H", "C", "C", "O", "N", "C", "H", "H", "H", "H", "H", "H", "H", "C", "C", "O", "N", "C", "H", "H", "H", "H", "H", "H", "H", "C", "C", "O", "N", "C", "H", "H", "H", "H", "H", "H", "H", "C", "C", "O", "N", "C", "H", "H", "H", "H", "H", "H", "H", "C", "C", "O", "N", "C", "H", "H", "H", "H", "H", "H", "H", "C", "C", "O", "N", "C", "H", "H", "H", "H", "H", "H", "H", "C", "C", "O", "N", "C", "H", "H", "H", "H", "H", "H", "H", "C", "C", "O", "N", "C", "H", "H", "H", "H", "H", "H", "H", "C", "C", "O", "N", "C", "H", "H", "H", "H", "H", "H", "H", "C", "C", "O", "N", "C", "H", "H", "H", "H", "H", "H", "H", "C", "C", "O", "P", "O", "O", "C", "C", "O", "C", "C", "H", "H", "H", "H", "H", "H", "H", "H", "H", "H", "H", "H", "H", "H", "H", "C", "C", "O", "P", "O", "O", "C", "C", "O", "C", "C", "H", "H", "H", "H", "H", "H", "H", "H", "H", "H", "H", "H", "H", "H", "H", "C", "C", "O", "P", "O", "O", "C", "C", "O", "C", "C", "H", "H", "H", "H", "H", "H", "H", "H", "H", "H", "H", "H", "H", "H", "H", "C", "C", "O", "P", "O", "O", "C", "C", "O", "C", "C", "H", "H", "H", "H", "H", "H", "H", "H", "H", "H", "H", "H", "H", "H", "H", "C", "C", "O", "C", "O", "O", "C", "H", "H", "H", "H", "H", "H", "H", "H"], "coordinates": [[3.259, 1.231, 5.515], [2.371, 2.298, 6.094], [1.570, 1.988, 6.958], [2.571, 3.560, 5.681], [1.808, 4.701, 5.991], [4.210, 1.258, 6.048], [3.454, 1.418, 4.459], [2.951, 0.190, 5.611], [3.460, 3.734, 5.234], [2.485, 5.507, 6.274], [1.134, 4.541, 6.833], [1.304, 4.954, 5.058], [3.673, -3.560, 6.870], [2.666, -2.582, 6.292], [2.771, -2.201, 5.141], [1.648, -2.330, 7.114], [0.513, -1.511, 6.771], [4.649, -3.195, 7.190], [3.985, -4.313, 6.147], [3.336, -4.083, 7.765], [1.756, -2.546, 8.094], [0.756, -0.778, 6.002], [0.165, -1.068, 7.705], [-0.286, -2.161, 6.417], [3.457, 2.796, 2.089], [3.766, 3.786, 0.985], [4.020, 4.928, 1.238], [3.973, 3.376, -0.254], [4.770, 4.102, -1.309], [2.493, 3.025, 2.543], [4.304, 2.785, 2.774], [3.316, 1.767, 1.756], [3.532, 2.532, -0.588], [5.522, 3.462, -1.771], [5.290, 4.976, -0.917], [4.070, 4.504, -2.041], [4.324, -0.949, 2.097], [4.810, -2.386, 2.105], [5.567, -2.769, 1.213], [4.484, -3.134, 3.135], [4.985, -4.451, 3.417], [3.959, -0.622, 1.123], [5.177, -0.287, 2.241], [3.654, -0.626, 2.894], [3.818, -2.763, 3.798], [4.421, -5.357, 3.197], [5.360, -4.573, 4.433], [5.885, -4.527, 2.807], [4.159, -6.297, 0.052], [5.467, -7.004, 0.219], [5.978, -7.110, 1.359], [6.061, -7.341, -0.902], [7.449, -7.783, -0.998], [3.638, -6.891, -0.699], [4.243, -5.237, -0.189], [3.601, -6.386, 0.985], [5.511, -7.192, -1.736], [7.984, -7.255, -0.208], [7.898, -7.401, -1.915], [7.650, -8.854, -0.976], [-2.129, 6.685, -2.162], [-0.786, 6.241, -2.709], [-0.557, 6.437, -3.928], [-0.046, 5.445, -1.860], [1.126, 4.735, -2.279], [-2.375, 6.136, -1.254], [-2.824, 6.388, -2.948], [-2.192, 7.769, -2.065], [-0.315, 5.432, -0.886], [1.032, 3.660, -2.125], [1.922, 5.020, -1.592], [1.344, 4.886, -3.336], [-4.271, -0.051, -4.293], [-5.012, 0.876, -5.225], [-6.082, 0.538, -5.625], [-4.397, 2.018, -5.527], [-4.963, 2.959, -6.455], [-3.188, -0.051, -4.417], [-4.622, -1.080, -4.375], [-4.489, 0.244, -3.267], [-3.428, 2.088, -5.254], [-4.097, 3.477, -6.868], [-5.569, 3.685, -5.913], [-5.588, 2.568, -7.258], [2.149, -3.127, -3.695], [2.372, -4.605, -3.459], [1.436, -5.452, -3.425], [3.642, -5.039, -3.203], [4.888, -4.330, -3.414], [2.981, -2.529, -3.321], [1.235, -2.806, -3.196], [2.040, -2.990, -4.771], [3.771, -6.011, -2.960], [5.115, -3.657, -2.587], [4.848, -3.841, -4.387], [5.682, -5.068, -3.527], [-1.659, 1.875, 6.853], [-2.525, 2.112, 5.676], [-2.502, 3.199, 5.081], [-3.226, 1.085, 5.267], [-3.934, 0.997, 3.958], [-2.237, 1.791, 7.774], [-1.042, 2.753, 7.042], [-0.963, 1.050, 6.700], [-3.150, 0.204, 5.756], [-4.897, 1.502, 4.038], [-4.123, -0.030, 3.645], [-3.369, 1.563, 3.218], [-0.719, 3.998, -6.361], [-0.513, 2.824, -5.457], [-1.473, 2.167, -5.069], [0.746, 2.541, -5.155], [1.192, 1.261, -4.630], [0.174, 4.587, -6.567], [-1.467, 4.693, -5.980], [-1.052, 3.588, -7.314], [1.498, 3.153, -5.439], [0.573, 0.395, -4.867], [1.090, 1.372, -3.550], [2.234, 1.176, -4.938], [-0.361, 4.500, 3.034], [-1.390, 4.794, 2.001], [-1.108, 5.257, 0.933], [-2.660, 4.559, 2.378], [-3.797, 4.651, 1.503], [0.452, 5.218, 2.923], [-0.013, 3.468, 3.000], [-0.867, 4.628, 3.991], [-2.771, 4.177, 3.306], [-3.481, 5.148, 0.586], [-4.590, 5.291, 1.889], [-4.136, 3.623, 1.372], [-7.637, -0.008, 2.542], [-7.157, 1.185, 1.686], [-8.267, 1.766, 1.004], [-8.121, 3.300, 0.495], [-7.354, 4.189, 1.413], [-7.420, 3.235, -0.963], [-6.039, 3.274, -1.131], [-5.702, 3.445, -2.592], [-9.657, 3.706, 0.143], [-9.990, 4.996, -0.351], [-9.774, 5.141, -1.921], [-8.154, -0.766, 1.953], [-6.803, -0.404, 3.123], [-8.419, 0.218, 3.268], [-6.641, 1.892, 2.336], [-6.378, 0.909, 0.976], [-5.580, 4.047, -0.516], [-5.708, 2.277, -0.841], [-5.996, 4.392, -3.043], [-4.670, 3.259, -2.888], [-6.240, 2.669, -3.138], [-10.992, 5.372, -0.144], [-9.298, 5.693, 0.121], [-10.334, 6.023, -2.235], [-8.742, 5.291, -2.238], [-10.114, 4.300, -2.526], [9.017, -0.646, -5.226], [8.190, 0.484, -4.546], [6.791, 0.472, -4.987], [5.696, -0.585, -4.454], [4.304, -0.317, -4.871], [6.244, -1.994, -4.960], [6.018, -2.313, -6.325], [7.037, -3.427, -6.670], [5.944, -0.602, -2.898], [5.494, 0.453, -2.071], [6.159, 0.370, -0.651], [10.071, -0.587, -4.955], [8.573, -1.539, -4.785], [8.997, -0.617, -6.316], [8.290, 0.314, -3.474], [8.508, 1.496, -4.799], [5.016, -2.712, -6.481], [5.979, -1.469, -7.014], [6.688, -4.415, -6.369], [7.222, -3.470, -7.743], [7.985, -3.278, -6.153], [5.807, 1.366, -2.578], [4.423, 0.649, -2.035], [7.232, 0.545, -0.718], [5.694, 1.052, 0.061], [6.150, -0.628, -0.212], [-0.010, 0.656, 3.376], [-0.652, 1.012, 1.991], [0.350, 1.659, 1.237], [0.868, 0.938, -0.099], [1.945, 1.609, -0.868], [1.232, -0.572, 0.391], [1.670, -1.524, -0.590], [1.586, -2.908, 0.110], [-0.565, 0.804, -0.893], [-1.179, 1.977, -1.424], [-2.618, 2.025, -0.996], [0.634, 1.463, 3.724], [-0.684, 0.551, 4.226], [0.541, -0.285, 3.383], [-1.080, 0.110, 1.553], [-1.459, 1.735, 2.104], [1.000, -1.381, -1.438], [2.676, -1.348, -0.970], [1.878, -3.735, -0.537], [2.184, -2.924, 1.021], [0.554, -3.124, 0.385], [-0.683, 2.831, -0.963], [-1.033, 2.104, -2.497], [-3.024, 3.002, -1.259], [-3.259, 1.282, -1.473], [-2.669, 1.941, 0.089], [-7.397, -0.072, -1.944], [-6.628, -1.202, -1.279], [-5.437, -0.690, -0.684], [-4.559, -1.541, 0.303], [-3.382, -0.740, 0.795], [-5.600, -2.065, 1.397], [-5.109, -3.070, 2.244], [-6.288, -3.591, 3.028], [-4.234, -2.940, -0.533], [-3.132, -2.901, -1.383], [-1.823, -3.099, -0.589], [-7.857, 0.690, -1.316], [-6.750, 0.402, -2.682], [-8.237, -0.484, -2.503], [-7.268, -1.663, -0.526], [-6.312, -1.987, -1.965], [-4.677, -3.883, 1.659], [-4.261, -2.719, 2.832], [-6.585, -2.850, 3.771], [-7.186, -3.731, 2.428], [-5.994, -4.502, 3.549], [-3.216, -3.701, -2.119], [-3.027, -1.997, -1.983], [-1.878, -3.952, 0.087], [-1.115, -3.365, -1.374], [-1.471, -2.183, -0.113], [-0.720, -2.933, 3.111], [0.139, -4.197, 3.192], [-0.260, -5.059, 2.112], [0.455, -6.098, 1.804], [1.489, -6.501, 2.404], [-0.128, -6.613, 0.783], [0.426, -7.755, 0.074], [-0.604, -2.569, 2.090], [-0.399, -2.144, 3.791], [-1.748, -3.193, 3.364], [0.034, -4.653, 4.177], [1.184, -3.901, 3.094], [-0.047, -7.825, -0.906], [0.155, -8.640, 0.649], [1.512, -7.695, 0.015]], "forces_ev_per_angstrom": [[0.9321, 0.0530, -0.6004], [-0.0599, -0.9933, 0.8215], [-0.9659, 0.1323, 0.2338], [1.7628, -1.2555, -0.4854], [-0.4156, 1.0085, 0.1280], [0.2415, 0.2165, -0.0490], [0.1483, -0.0018, -0.0236], [-0.6728, 0.3616, 0.1567], [-0.2695, -0.1131, -0.3214], [-0.1116, 0.1617, -0.0528], [-0.1108, -0.1983, -0.2901], [-0.4970, 0.5501, 0.4550], [0.8827, -0.6768, 0.5708], [1.2412, -1.5600, 0.6075], [-0.7098, 0.7370, -0.4117], [-0.1423, 0.5528, 0.4481], [-0.4371, -0.2547, 0.1710], [-0.1170, 0.9482, -0.2006], [-0.5660, 0.0253, -0.2447], [-0.4354, -0.0364, -0.1187], [0.1031, -0.2001, -0.3358], [0.0345, 0.0849, 0.2656], [-0.0120, 0.4408, -0.3073], [-0.1649, 0.0638, -0.2313], [-0.7952, -0.7428, -0.5815], [0.7521, -0.4057, 0.1582], [0.2279, 2.5879, 1.6527], [1.2534, -1.3453, -2.9368], [-1.1573, 0.2991, 1.1086], [0.2729, 0.4135, 0.4186], [-0.2128, 0.3247, 0.1496], [0.2067, -0.0753, -0.3760], [-0.0071, -0.0699, 0.2581], [-0.2924, -0.2494, 0.0643], [-0.1625, -0.2254, 0.4560], [0.1481, -0.1983, -0.2985], [0.1518, 0.7967, 0.2105], [1.0496, 0.6511, -1.3506], [-0.1365, 0.0606, -0.2856], [-1.6532, -0.7706, 1.7463], [1.9242, -0.4916, -0.6141], [-0.3136, -0.4226, 0.0031], [0.4555, -0.2495, 0.0429], [-0.4129, -0.5125, -0.0528], [-0.0006, 0.1994, 0.0920], [-0.7274, 0.4812, -0.2868], [-0.2679, 0.4427, 0.2357], [0.0317, -0.3210, -0.1119], [-0.6551, -0.8699, 0.3245], [0.5764, 1.6126, 4.1837], [-0.4830, -0.3126, -2.0410], [0.9526, -1.1171, -2.0120], [0.2425, 0.9423, -0.0728], [-0.5586, 0.5243, -0.3208], [0.2256, -0.1318, -0.2571], [0.0070, 0.0276, -0.0397], [0.4189, -0.1623, 0.0331], [0.0305, -0.4369, 0.2281], [-0.2699, -0.0102, -0.2116], [-0.4411, -0.0113, 0.3093], [0.2423, -0.2655, -0.1786], [-0.1043, -0.8573, -1.4325], [0.4192, -0.4864, 2.2255], [-1.0815, 1.1530, -1.5103], [0.4538, -0.3666, 0.6123], [-0.0176, 0.4005, 0.1712], [-0.1488, 0.0935, 0.0717], [0.0437, -0.1031, 0.2184], [-0.0500, -0.0909, 0.1384], [-0.2672, -0.1351, -0.0570], [0.4871, 0.1520, -0.4530], [0.0294, 0.4299, 0.2449], [0.5473, -0.2762, 0.6284], [1.7613, -0.8801, 0.9640], [-2.8094, -0.2423, -1.0960], [0.0481, -0.2360, -0.1362], [0.4783, 0.9212, 0.2311], [0.0573, 0.2041, -0.0303], [-0.1638, 0.1509, -0.3300], [0.0831, 0.1599, 0.1777], [0.2343, 0.3190, -0.1865], [-0.2546, 0.2449, -0.2903], [-0.1066, 0.1843, -0.0593], [0.2611, -0.5343, 0.2056], [0.2763, -0.4241, 0.0165], [-1.5533, -2.4763, 0.7960], [1.7324, 2.1121, -0.1072], [0.1307, -0.0536, -0.0176], [-0.2764, -0.0497, -0.4878], [0.0052, 0.0675, -0.2034], [-0.0177, -0.2310, -0.1531], [0.0055, 0.2639, 0.0078], [-0.7583, 0.1243, -0.1744], [0.1852, 0.2055, -0.2123], [0.0915, 0.4191, 0.3388], [0.0657, 0.0163, 0.2798], [0.6268, 0.6937, 1.0655], [1.1670, 2.1115, -0.4399], [-0.3506, -0.5652, 0.0759], [-1.7202, -2.5920, -1.6526], [0.0209, 1.0743, 0.8411], [-0.1340, -0.5583, -0.0271], [0.0220, -0.0372, -0.3454], [-0.2166, -0.1543, 0.1672], [0.1281, 0.3294, 0.1203], [-0.1127, -0.0101, 0.0331], [0.4211, 0.0498, 0.1433], [0.0887, -0.3167, -0.0894], [0.0249, 0.6266, -0.3782], [-0.6334, 0.9470, -0.2271], [-0.0597, -0.6035, 0.2508], [0.8312, -0.6844, -0.5522], [-0.0531, 0.7286, 1.1791], [0.1068, -0.1160, 0.1642], [-0.0524, -0.2221, 0.0844], [-0.1710, 0.0388, -0.0580], [-0.4939, 0.0272, -0.1988], [0.0064, 0.2992, -0.6688], [0.5834, -0.4689, 0.3167], [-0.1327, -0.5863, 0.2821], [-0.1696, 0.1836, 0.8428], [-0.7221, -0.5203, 1.2672], [0.6720, 0.8570, -2.6644], [0.2884, 0.0434, 0.7046], [0.1301, 0.1612, 0.0214], [0.0759, -0.2408, -0.0316], [0.1150, 0.1390, -0.2225], [0.4192, -0.0275, 0.2638], [-0.2480, -0.1133, 0.0945], [0.0809, -0.5026, -0.1746], [-0.0750, -0.2850, 0.3464], [-0.5298, 0.2187, -0.5592], [-0.4349, 0.3883, -0.3071], [0.3951, -0.7361, 1.1548], [-0.5327, 1.5614, -0.6481], [0.3235, 0.8418, -0.0938], [-0.9690, -0.9056, -0.7568], [-2.6299, 0.3633, 0.7548], [1.6362, -0.3996, -0.1894], [-0.4569, -0.3904, -0.9635], [0.9582, -1.5426, 0.6296], [1.7377, 1.2607, -2.2588], [-0.1484, -0.0200, 0.8073], [0.6294, -0.2628, -0.3241], [0.0245, -0.2257, -0.3380], [0.1249, 0.8378, 0.0884], [-0.4346, 0.4244, 0.1074], [-0.2420, -0.4155, -0.2643], [-0.0841, -0.0867, 0.1714], [0.6972, 0.0332, 0.2532], [-0.0877, 0.1709, 0.3247], [0.2019, 0.1465, 0.5996], [-0.2442, -0.0137, -0.1391], [-0.1437, -1.0591, 0.5086], [-0.1013, 0.2516, 0.0750], [-0.0432, 0.0384, -0.0415], [0.1077, 0.0269, 0.4637], [-0.3350, -0.1671, 0.3936], [-0.6209, 0.8615, 0.6485], [0.2803, -0.4682, -0.9059], [-0.3190, -0.4077, 0.3230], [-0.1823, 0.8369, -0.4976], [1.0187, 0.1720, 0.0692], [-0.2099, 0.7452, 0.9720], [0.0305, -1.6423, -0.9456], [-0.1967, 0.4354, -0.1960], [-0.0801, -1.6975, -0.1030], [0.7592, 1.8146, 1.2612], [0.0036, -0.5779, -1.0465], [-0.0586, 0.1013, 0.3059], [0.4198, -0.3333, -0.5757], [-0.4206, -0.1248, 0.0596], [-0.4167, 0.2564, 0.0945], [0.1422, -0.1645, 0.0491], [-0.2433, -0.1843, 0.5007], [0.8723, 0.3938, 0.3016], [-0.2380, 0.0966, 0.0904], [0.0095, 0.0480, -0.0061], [-0.0354, 0.2429, -0.1433], [0.4568, 0.3341, 0.2095], [-0.3723, -1.1433, 0.0532], [-0.0002, 0.5365, -0.1583], [0.0271, 0.1663, -0.2420], [-0.6485, -0.2361, -0.1936], [-0.3157, 0.2432, 0.0339], [-0.3025, -0.5972, 2.5366], [1.7058, -0.3425, -1.5284], [-1.4922, -0.4982, -0.5207], [-1.0139, -0.6167, 0.8149], [-0.3920, 2.0609, -0.1277], [-0.3343, -1.2016, 0.1616], [-0.4880, 0.5929, -0.5733], [2.1070, -1.4052, 0.2789], [0.1221, 1.1880, 0.4662], [-0.2717, 0.2599, -0.0904], [0.3070, 0.0338, -0.3287], [-0.7416, -0.0047, -0.3457], [0.3126, 0.1642, -0.4799], [0.1647, 0.1339, -0.4216], [-0.0013, 0.0036, 0.1029], [-0.1063, -0.6034, -0.1461], [0.1952, 0.3819, 0.3802], [0.2959, 0.1298, -0.1481], [0.1811, 0.1014, -0.1078], [0.0508, 0.1475, 0.0271], [0.0107, 0.2781, -0.0006], [-0.0133, -0.5631, -0.1152], [0.0396, 0.1337, -0.0523], [0.1486, -0.2121, 0.1304], [-0.1728, -0.2097, -0.0272], [0.1427, -0.2088, -0.7425], [-1.0148, -0.0267, -0.0796], [0.3935, 0.4585, 0.6344], [1.5766, 0.1127, -0.4261], [-1.8975, -1.5998, -0.5930], [0.6899, 1.0302, -1.4379], [0.0348, -1.5502, 0.3112], [0.1482, 0.4351, 0.8504], [-1.6460, 2.0093, 1.7363], [2.3309, -0.3848, -0.1726], [-0.2104, -0.0875, -1.3330], [0.4780, -0.1890, 0.4571], [-0.0789, 0.1601, -0.0263], [0.0664, -0.2553, -0.1113], [0.1615, -0.0897, 0.2461], [-0.2382, 0.1268, -0.2921], [-0.1374, -0.0772, -0.2937], [-0.2339, 0.3396, 0.4358], [0.0513, -0.0101, 0.2125], [0.3337, -0.3155, -0.3111], [-0.2400, -0.0613, -0.0277], [-0.3344, -0.2096, 0.2335], [-0.4051, 0.4156, 0.1692], [-0.0787, 0.1489, 0.1433], [0.4750, -0.0533, 0.1239], [-0.2530, -0.1004, 0.1669], [0.2045, -0.7409, -0.2446], [0.3578, 1.0001, 0.4949], [-0.8155, 1.8495, 1.2421], [3.9404, -1.3726, 2.5224], [-2.7741, 1.0865, -1.7716], [-0.5962, -1.4583, -2.6061], [-0.0245, -0.1636, 0.9504], [-0.4981, 0.2564, 0.0816], [0.2284, -0.2720, 0.0799], [-0.1630, 0.1850, -0.3469], [-0.0823, -0.5107, -0.1992], [0.1285, -0.3155, -0.2033], [0.0928, 0.4488, 0.1792], [0.1209, -0.0730, -0.0392], [-0.1579, 0.1666, -0.0627]], "mulliken_charge": [0.520, 0.566, -0.667, -0.032, -0.704, 0.665, -0.462, -0.787, 0.248, 0.359, 0.274, 0.072, -1.324, 0.492, -0.756, -0.108, -0.534, 0.318, 0.131, 0.429, 0.289, -0.195, 0.444, 0.247, 0.875, 0.091, -0.727, 0.463, -0.946, -0.359, 0.659, -0.672, -0.263, 0.238, 0.450, 0.258, 0.973, 0.346, -0.778, 0.525, -1.220, -0.688, 0.645, -0.412, -0.045, 0.262, 0.413, 0.453, 0.043, 0.246, -0.687, -0.130, -1.039, 0.268, 0.003, 0.075, 0.212, 0.364, 0.349, 0.285, -0.456, 0.740, -0.720, 0.176, -0.920, -0.310, 0.259, 0.377, 0.192, 0.270, 0.340, 0.281, -0.065, 0.323, -0.701, 0.320, -1.010, 0.449, 0.451, -0.529, 0.130, 0.325, 0.255, 0.324, -0.302, 0.374, -0.770, 0.085, -0.964, 0.049, -0.072, 0.501, 0.232, 0.237, 0.264, 0.413, -0.795, 0.436, -0.708, -0.004, -0.097, 0.501, 0.173, -0.040, 0.305, 0.388, -0.021, -0.340, -1.337, 0.603, -0.737, 0.026, -1.111, 0.434, 0.237, 0.312, 0.328, 0.179, 0.181, 0.566, -1.213, 0.462, -0.733, -0.002, -0.160, 0.567, -0.012, 0.580, 0.169, -0.326, 0.436, 0.059, -1.283, 0.414, -0.453, 0.837, -0.685, -0.064, 0.817, -1.280, -0.391, -0.379, -0.910, 0.291, -0.006, 0.546, 0.499, -0.280, 0.246, -0.331, 0.449, 0.174, 0.233, 0.391, 0.276, 0.416, 0.164, 0.274, -0.899, -0.100, -0.414, 0.606, -0.422, -0.182, -0.398, -1.201, -0.232, -0.090, -1.159, 0.438, 0.054, 0.254, 0.086, 0.417, 0.273, 0.590, 0.292, 0.359, 0.269, 0.382, 0.227, 0.461, 0.109, 0.281, -0.094, 0.647, 1.270, -0.540, -0.497, 1.187, -0.751, 0.446, 0.346, 0.827, 1.321, -0.334, 0.315, -0.225, -0.496, -0.614, 0.548, -0.017, 0.115, -0.337, -0.828, -0.075, -0.856, 0.212, -0.766, -1.019, -0.454, -0.562, 0.218, -0.125, 0.859, -0.282, -0.022, -1.411, -0.507, -0.669, 0.069, 0.087, -0.233, 0.508, 0.207, 0.461, 0.364, 0.031, 0.308, 0.302, 0.422, 0.550, 0.073, 0.178, 0.266, -0.408, 0.817, -0.431, -0.194, 0.791, -0.690, -0.273, -0.401, -0.464, -0.584, 0.392, 0.714, -0.117, 0.229, 0.324, 0.037], "orbital_gap_ev": 8.8, "total_charge": 0, "multiplicity": 1, "energy_ev": -180596.1426}